one) DFT (wB97M-V/def2-TZVPD) results for 2 unconnected molecules or ions with the total composition C9H14.

Each line ends with the Löwdin charge.
Atoms and positions in Å:
1 C -0.58892 1.89506 1.36489  -0.0549
2 C -0.15028 1.31265 0.04621  -0.2999
3 C 1.19460 1.11518 -0.19934  -0.0846
4 C 1.59031 0.26777 -1.22005  -0.1004
5 C 0.65765 -0.35454 -2.02402  -0.0976
6 C -0.68621 -0.03697 -1.83739  -0.0955
7 C -1.11130 0.80631 -0.84035  -0.0515
8 H -1.23387 2.77933 1.25239  0.0815
9 H 0.22538 2.10138 2.04939  0.0738
10 H -1.29179 1.20646 1.85402  0.0750
11 H 1.93089 1.61374 0.41636  0.1128
12 H 2.66286 0.11434 -1.31596  0.1060
13 H 0.95323 -0.96286 -2.86681  0.0998
14 H -1.42540 -0.45918 -2.51308  0.1028
15 H -2.15822 1.04486 -0.71141  0.1134
16 C -0.99237 -2.23583 1.90164  -0.1551
17 C 0.38695 -1.84041 1.42118  -0.1673
18 H -1.70022 -2.48598 1.11921  0.0594
19 H -0.91140 -3.09032 2.57939  0.0598
20 H -1.43690 -1.45761 2.52847  0.0572
21 H 0.62466 -0.77914 1.37901  0.0336
22 H 0.72781 -2.19693 0.44735  0.0638
23 H 1.18270 -2.11241 2.12792  0.0679

For the HOMO energy, the calculation gives -8.92 eV. Its net charge is 0. As for the SMILES: Cc1ccccc1.CC. The HOMO-LUMO gap is 9.98 eV.

---

two) DFT (wB97M-V/def2-TZVPD) results for 2 unconnected molecules or ions with the total composition C9H14.

Each line ends with the Löwdin charge.
Atoms and positions in Å:
1 C 0.73331 -2.74528 2.65513  -0.0512
2 C 0.33784 -1.57373 1.79034  -0.2761
3 C 1.15202 -1.17197 0.72735  -0.0589
4 C 1.15509 0.13483 0.25214  -0.1065
5 C 0.36944 1.10739 0.85001  -0.1041
6 C -0.56917 0.66938 1.78048  -0.0888
7 C -0.56524 -0.62497 2.27472  -0.0595
8 H -0.11147 -3.02134 3.24572  0.0604
9 H 1.54569 -2.44937 3.31436  0.0867
10 H 1.05883 -3.61193 2.07929  0.0777
11 H 1.68305 -1.93286 0.17701  0.1064
12 H 1.83081 0.28316 -0.57899  0.1014
13 H 0.51953 2.17594 0.77683  0.1052
14 H -1.26443 1.36855 2.22753  0.1001
15 H -1.21939 -0.95086 3.07604  0.1081
16 C -0.95737 1.07327 -2.47559  -0.1623
17 C -0.71276 1.95329 -3.69264  -0.1738
18 H -1.82020 1.38850 -1.88930  0.0664
19 H -1.09193 0.01107 -2.67509  0.0678
20 H -0.08397 1.19590 -1.85170  0.0244
21 H 0.33301 1.99577 -3.97808  0.0569
22 H -0.98944 2.99938 -3.52202  0.0608
23 H -1.33325 1.72584 -4.56352  0.0590

For the HOMO energy, the calculation gives -8.93 eV. Its net charge is 0. As for the SMILES: Cc1ccccc1.CC. The HOMO-LUMO gap is 9.99 eV.

---

Most stable structure: one)

---

one) DFT (wB97M-V/def2-TZVPD) results for 2 unconnected molecules or ions with the total composition C9H14.

Each line ends with the Löwdin charge.
Atoms and positions in Å:
1 C 0.76603 -2.11294 1.23053  -0.0560
2 C 0.58467 -0.63296 1.06996  -0.2948
3 C -0.68029 -0.07080 1.29721  -0.0613
4 C -0.92809 1.30397 1.19506  -0.0759
5 C 0.09289 2.11587 0.67926  -0.0932
6 C 1.34001 1.55704 0.42318  -0.0981
7 C 1.57261 0.21065 0.61808  -0.0722
8 H 1.26557 -2.31801 2.17656  0.0820
9 H 1.19216 -2.57684 0.34367  0.0775
10 H -0.17608 -2.67024 1.32512  0.0748
11 H -1.44684 -0.76469 1.61947  0.1040
12 H -1.82212 1.70038 1.65234  0.0970
13 H 0.00758 3.15162 0.37719  0.0965
14 H 2.12121 2.19826 0.03739  0.1001
15 H 2.54912 -0.19815 0.36846  0.1142
16 C -0.44538 -0.78360 -2.96724  -0.1656
17 C -1.79080 -0.65629 -2.29006  -0.1786
18 H -0.26534 -0.01134 -3.71167  0.0627
19 H 0.42005 -0.90611 -2.31483  0.0519
20 H -0.44265 -1.73431 -3.51262  0.0607
21 H -2.00586 0.35792 -1.95467  0.0578
22 H -1.96291 -1.30267 -1.41953  0.0579
23 H -2.61548 -0.99675 -2.91845  0.0587

For the HOMO energy, the calculation gives -9.06 eV. Its net charge is 0. As for the SMILES: Cc1ccccc1.CC. The HOMO-LUMO gap is 10.10 eV.

---

two) DFT (wB97M-V/def2-TZVPD) results for 2 unconnected molecules or ions with the total composition C9H14.

Each line ends with the Löwdin charge.
Atoms and positions in Å:
1 C -0.23013 -0.75795 2.44623  -0.0538
2 C -0.84814 0.05055 1.33953  -0.2824
3 C -1.62729 -0.59750 0.36234  -0.0594
4 C -2.07929 0.12973 -0.71895  -0.0943
5 C -1.69422 1.44416 -0.92918  -0.0925
6 C -0.66434 1.97037 -0.15444  -0.1005
7 C -0.38041 1.31913 1.04108  -0.0864
8 H -0.90766 -1.28024 3.12956  0.0785
9 H 0.39896 -0.12226 3.05106  0.0684
10 H 0.33959 -1.58990 2.02439  0.0794
11 H -1.92053 -1.61165 0.60526  0.1131
12 H -2.71861 -0.36517 -1.43982  0.1015
13 H -2.16699 2.08321 -1.66263  0.1013
14 H -0.31461 2.97307 -0.35876  0.1057
15 H 0.23259 1.81324 1.79119  0.1126
16 C 1.89796 0.06131 -1.32775  -0.1559
17 C 1.76281 -1.46027 -1.32294  -0.1507
18 H 1.52131 0.53176 -2.22654  0.0643
19 H 1.26572 0.52230 -0.56900  0.0187
20 H 2.83898 0.46061 -0.95321  0.0661
21 H 1.71689 -1.85184 -2.34412  0.0589
22 H 0.87625 -1.83518 -0.81938  0.0477
23 H 2.70118 -1.88748 -0.96393  0.0598

For the HOMO energy, the calculation gives -8.97 eV. Its net charge is 0. As for the SMILES: Cc1ccccc1.CC. The HOMO-LUMO gap is 10.00 eV.

---

three) DFT (wB97M-V/def2-TZVPD) results for 2 unconnected molecules or ions with the total composition C9H14.

Each line ends with the Löwdin charge.
Atoms and positions in Å:
1 C -2.49125 0.92920 0.26177  -0.0492
2 C -1.03511 1.18196 0.51004  -0.2882
3 C -0.44042 2.36290 0.05090  -0.0532
4 C 0.92818 2.54015 0.16999  -0.0951
5 C 1.77726 1.60497 0.79543  -0.0819
6 C 1.12722 0.53757 1.41310  -0.1048
7 C -0.21894 0.31383 1.22840  -0.0951
8 H -3.09760 1.81869 0.39767  0.0780
9 H -2.83829 0.14286 0.93642  0.0760
10 H -2.64229 0.54934 -0.74739  0.0811
11 H -0.94315 3.20914 -0.40392  0.1095
12 H 1.50409 3.36869 -0.23383  0.0978
13 H 2.83027 1.66458 0.57388  0.0977
14 H 1.74539 -0.22003 1.88133  0.1040
15 H -0.67579 -0.63137 1.50677  0.1140
16 C 0.34214 -3.11997 -0.82574  -0.1686
17 C 0.82747 -1.76158 -1.26225  -0.1709
18 H 0.64695 -3.94587 -1.45952  0.0565
19 H 0.50616 -3.44099 0.20532  0.0620
20 H -0.75986 -3.10750 -0.85121  0.0643
21 H 0.31407 -0.95013 -0.73889  0.0320
22 H 1.89914 -1.59358 -1.10868  0.0673
23 H 0.69436 -1.45286 -2.29960  0.0669

For the HOMO energy, the calculation gives -8.99 eV. Its net charge is 0. As for the SMILES: Cc1ccccc1.CC. The HOMO-LUMO gap is 9.99 eV.

---

four) DFT (wB97M-V/def2-TZVPD) results for 2 unconnected molecules or ions with the total composition C9H14.

Each line ends with the Löwdin charge.
Atoms and positions in Å:
1 C 2.57751 -0.59942 0.42337  -0.0581
2 C 1.15710 -0.90898 -0.03153  -0.2805
3 C 0.45082 -1.92675 0.53533  -0.0628
4 C -0.74908 -2.32037 -0.14456  -0.1152
5 C -1.09397 -1.79100 -1.32872  -0.1347
6 C -0.40529 -0.69717 -1.93562  -0.1024
7 C 0.67610 -0.23702 -1.24552  -0.0889
8 H 2.83491 0.44823 0.14144  0.0902
9 H 3.27573 -1.27445 0.05927  0.0477
10 H 2.76470 -0.79943 1.48405  0.0771
11 H 0.90168 -2.49370 1.39242  0.1266
12 H -1.06820 -3.39123 0.13858  0.1283
13 H -1.90248 -2.25639 -1.99048  0.1221
14 H -0.51591 -0.35469 -3.00761  0.1264
15 H 1.32110 0.48699 -1.68756  0.0981
16 C -1.66852 2.60359 1.48910  -0.1843
17 C -0.92263 1.98830 0.33901  -0.2022
18 H -1.08669 3.36330 2.08266  0.0827
19 H -2.57869 3.17239 1.14148  0.0747
20 H -2.00337 1.69081 1.94165  0.0512
21 H -1.48813 1.25374 -0.30265  0.0764
22 H -0.01955 1.35788 0.78181  0.0981
23 H -0.45714 2.68535 -0.27592  0.0295

For the HOMO energy, the calculation gives -8.96 eV. Its net charge is 0. As for the SMILES: Cc1ccccc1.CC. The HOMO-LUMO gap is 9.95 eV.

---

Most stable structure: one)